Arrangement one

Entry from the Open Molecules 2025 dataset: a 3-piece molecular cluster, C3H12N2O2 overall (ωB97M-V with the def2-TZVPD basis set).

Atoms and positions in Å:
C: -0.26 -2.00 1.59
C: -0.43 -1.07 0.41
N: 0.30 0.96 -1.52
C: 0.08 1.16 -0.16
N: 0.01 0.27 0.74
H: -0.90 -1.69 2.41
H: 0.73 -1.94 2.06
H: -0.51 -3.04 1.41
H: -1.50 -1.13 0.14
H: 0.08 -1.49 -0.47
H: 0.16 -0.01 -1.77
H: -0.24 1.57 -2.13
H: -0.10 2.19 0.11
H: 3.45 1.39 2.62
H: 2.80 2.75 3.00
O: 3.13 1.92 3.36
H: -1.57 0.08 -4.31
H: -3.03 -0.13 -3.92
O: -2.19 0.23 -3.59

Its charge is 0. Its spin multiplicity is 1. The SMILES is CC/N=C\N.O.O.



Arrangement two

Entry from the Open Molecules 2025 dataset: a 3-piece molecular cluster, C3H12N2O2 overall (ωB97M-V with the def2-TZVPD basis set).

Atoms and positions in Å:
C: -1.26 2.26 -0.05
C: -0.44 1.00 0.17
C: 0.80 1.09 0.65
N: 1.74 0.04 0.81
N: -1.10 -0.21 -0.21
H: -2.32 2.10 0.04
H: -1.09 2.65 -1.06
H: -0.91 3.00 0.67
H: 1.19 2.07 0.88
H: 1.57 -0.86 0.43
H: 2.68 0.36 0.65
H: -0.69 -0.97 0.28
H: -1.28 -0.24 -1.20
H: 0.66 -2.12 1.34
H: -0.49 -3.08 1.71
O: 0.41 -2.82 1.97
H: 0.12 -1.34 -1.58
H: 0.41 -1.15 -3.05
O: 0.00 -1.77 -2.43

Its charge is 0. Its spin multiplicity is 1. The SMILES is C/C(N)=C/N.O.O.



Quick one: least stable of them? arrangement two



Arrangement one

Entry from the Open Molecules 2025 dataset: a 3-piece molecular cluster, C3H12N2O2 overall (ωB97M-V with the def2-TZVPD basis set).

Atoms and positions in Å:
C: 0.08 1.04 -1.51
C: -0.40 -0.20 -0.80
N: -0.79 -1.21 1.82
C: 0.46 -0.87 1.29
N: 0.65 -0.41 0.17
H: 0.64 0.94 -2.37
H: 0.74 1.56 -0.80
H: -0.80 1.66 -1.72
H: -0.76 -1.10 -1.41
H: -1.28 0.12 -0.25
H: -1.46 -1.23 1.07
H: -0.89 -1.16 2.87
H: 1.31 -0.96 2.01
H: -3.84 1.39 0.46
H: -2.47 2.08 0.29
O: -3.27 2.09 0.90
H: 3.06 -0.85 -0.83
H: 3.06 -1.31 -2.11
O: 3.63 -0.79 -1.54

Its charge is 0. Its spin multiplicity is 1. The SMILES is CC/N=C\N.O.O.



Arrangement two

Entry from the Open Molecules 2025 dataset: a 2-piece molecular cluster, C3H12N2O2 overall (ωB97M-V with the def2-TZVPD basis set).

Atoms and positions in Å:
C: 0.37 -1.49 0.32
N: -0.90 -0.90 0.75
C: -1.76 -0.43 -0.27
O: -1.37 0.88 -0.69
C: 1.29 -0.69 -0.64
N: 2.14 0.25 0.08
H: 0.12 -2.44 -0.13
H: 0.99 -1.53 1.21
H: -0.73 -0.09 1.35
H: -1.74 -1.10 -1.13
H: -2.78 -0.40 0.10
H: -2.07 1.20 -1.27
H: 1.99 -1.40 -1.09
H: 0.84 -0.11 -1.42
H: 3.08 -0.02 0.30
H: 1.73 0.98 0.63
H: 0.09 3.03 0.56
H: -0.89 1.91 0.31
O: -0.40 2.34 1.03

Its charge is 0. Its spin multiplicity is 1. The SMILES is NCCNCO.O.



Arrangement three

Entry from the Open Molecules 2025 dataset: a 2-piece molecular cluster, C3H12N2O2 overall (ωB97M-V with the def2-TZVPD basis set).

Atoms and positions in Å:
N: 1.59 -0.79 -0.71
C: 0.19 -0.45 -0.35
C: -0.80 -0.63 -1.45
O: -1.72 0.49 -1.58
C: 0.27 0.96 0.33
N: 1.19 1.00 1.46
H: 1.89 -0.17 -1.46
H: 1.64 -1.72 -1.14
H: 0.05 -1.15 0.49
H: -1.48 -1.50 -1.51
H: -0.24 -0.61 -2.40
H: -1.29 1.22 -2.03
H: -0.78 1.05 0.57
H: 0.49 1.75 -0.38
H: 1.13 0.18 2.05
H: 2.16 1.00 1.17
H: -1.45 0.23 3.00
H: -1.70 -0.45 1.58
O: -1.15 -0.41 2.35

Its charge is 0. Its spin multiplicity is 1. The SMILES is NC[C@H](N)CO.O.



Arrangement four

Entry from the Open Molecules 2025 dataset: a 3-piece molecular cluster, C3H12N2O2 overall (ωB97M-V with the def2-TZVPD basis set).

Atoms and positions in Å:
C: 1.19 -1.90 0.02
C: 0.11 -1.36 0.97
O: -1.23 -1.67 0.81
N: 1.40 -0.74 -0.97
C: 0.52 2.07 -0.52
N: -0.77 1.73 -1.16
H: 0.70 -2.75 -0.47
H: 2.13 -2.14 0.42
H: 0.36 -1.66 2.04
H: 0.00 -0.28 0.86
H: -1.73 -0.85 0.68
H: 2.24 -0.86 -1.40
H: 0.22 2.41 0.48
H: 1.14 1.21 -0.31
H: 1.04 2.82 -1.11
H: -0.73 0.86 -1.71
H: -3.09 0.79 0.98
H: -1.38 1.57 -0.35
O: -2.15 0.75 0.76

Its charge is 0. Its spin multiplicity is 1.



Quick one: least stable of them? arrangement four



Arrangement one

Entry from the Open Molecules 2025 dataset: a 2-piece molecular cluster, C3H12N2O2 overall (ωB97M-V with the def2-TZVPD basis set).

Atoms and positions in Å:
C: 0.68 -0.13 1.29
C: -0.75 -0.18 1.82
O: -1.71 0.61 1.11
N: 0.97 -1.17 0.31
C: 0.82 -0.81 -1.09
N: -0.57 -0.63 -1.43
H: 0.90 0.87 0.89
H: 1.31 -0.35 2.15
H: -0.76 0.17 2.85
H: -1.07 -1.23 1.86
H: -1.25 1.15 0.46
H: 1.86 -1.60 0.46
H: 1.41 0.09 -1.29
H: 1.25 -1.59 -1.71
H: -0.82 -0.83 -2.38
H: -1.24 -0.87 -0.72
H: -0.53 1.39 -1.46
H: 0.06 2.76 -1.87
O: -0.56 2.35 -1.26

Its charge is 0. Its spin multiplicity is 1. The SMILES is NCNCCO.O.



Arrangement two

Entry from the Open Molecules 2025 dataset: a 2-piece molecular cluster, C3H12N2O2 overall (ωB97M-V with the def2-TZVPD basis set).

Atoms and positions in Å:
N: -0.95 -0.04 -1.73
C: -0.29 0.30 -0.45
C: 0.73 1.45 -0.74
O: 1.98 1.28 -0.05
C: 0.36 -0.98 0.08
N: -0.68 -2.01 0.24
H: -0.26 -0.38 -2.39
H: -1.41 0.77 -2.11
H: -1.06 0.66 0.22
H: 0.36 2.34 -0.23
H: 0.85 1.68 -1.80
H: 2.55 0.64 -0.49
H: 0.89 -0.85 1.01
H: 1.09 -1.43 -0.60
H: -1.42 -1.68 0.83
H: -0.95 -2.39 -0.65
H: -1.15 -0.07 3.30
H: -0.26 0.62 2.39
O: -1.01 0.00 2.34

Its charge is 0. Its spin multiplicity is 1. The SMILES is NC[C@H](N)CO.O.



Arrangement three

Entry from the Open Molecules 2025 dataset: a 3-piece molecular cluster, C3H12N2O2 overall (ωB97M-V with the def2-TZVPD basis set).

Atoms and positions in Å:
C: 0.21 0.00 1.84
C: 0.01 -1.07 0.79
N: 0.41 -0.56 -0.51
C: 0.74 -1.37 -1.52
N: 1.34 -0.98 -2.58
H: -0.28 0.92 1.50
H: -0.31 -0.23 2.77
H: 1.24 0.28 2.09
H: -1.05 -1.32 0.82
H: 0.60 -1.96 1.02
H: 0.68 0.42 -0.56
H: 0.43 -2.40 -1.38
H: 1.40 -1.77 -3.22
H: 1.87 0.79 -2.12
H: 1.94 2.20 -2.69
O: 1.93 1.73 -1.85
H: -3.02 1.44 2.03
H: -4.39 2.13 2.08
O: -3.75 1.74 1.48

Its charge is 0. Its spin multiplicity is 1. The SMILES is [H]/N=C/NCC.O.O.



Quick one: least stable of them? arrangement two



Arrangement one

Entry from the Open Molecules 2025 dataset: C3H12N2O2 as an isolated structure (ωB97M-V with the def2-TZVPD basis set).

Atoms and positions in Å:
C: 1.57 0.27 -0.25
C: 2.46 -0.96 -0.39
O: 2.18 1.37 -0.86
O: 1.03 0.48 0.93
H: 2.31 2.03 -0.16
H: -0.41 0.05 0.87
H: 0.55 -0.02 -1.07
H: 1.94 -1.83 0.01
H: 3.37 -0.81 0.19
H: 2.72 -1.13 -1.43
C: -2.39 -0.97 0.42
N: -1.43 0.08 0.10
N: -1.81 1.40 0.53
H: -0.69 -0.04 -0.76
H: -2.53 1.77 -0.09
H: -0.98 1.99 0.43
H: -1.98 -1.94 0.15
H: -2.60 -0.94 1.50
H: -3.32 -0.82 -0.14

Its charge is 0. Its spin multiplicity is 1.



Arrangement two

Entry from the Open Molecules 2025 dataset: a 2-piece molecular cluster, C3H12N2O2 overall (ωB97M-V with the def2-TZVPD basis set).

Atoms and positions in Å:
C: -1.31 -0.17 0.32
N: -0.62 1.10 -0.17
C: -0.17 0.78 -1.56
O: 0.85 1.67 -2.05
C: -0.62 -1.23 1.21
N: -0.03 -0.54 2.26
H: -1.84 -0.70 -0.54
H: -2.33 0.14 0.76
H: -1.23 1.82 -0.32
H: -0.02 -0.33 -1.73
H: -1.14 1.04 -2.12
H: 1.77 1.24 -1.81
H: -1.31 -2.10 1.60
H: 0.36 -1.61 0.74
H: -0.64 0.05 2.86
H: 0.93 -0.21 2.09
H: 2.87 -0.10 0.13
H: 1.80 -0.38 -0.99
O: 2.68 -0.48 -0.68

Its charge is 0. Its spin multiplicity is 1. The SMILES is NCCNCO.O.



Arrangement three

Entry from the Open Molecules 2025 dataset: a 2-piece molecular cluster, C3H12N2O2 overall (ωB97M-V with the def2-TZVPD basis set).

Atoms and positions in Å:
C: -1.28 0.02 0.38
N: -0.06 0.85 0.61
C: 0.21 2.15 0.11
O: 1.20 2.18 -0.95
C: -1.08 -1.23 -0.40
N: -0.57 -2.29 0.52
H: -1.99 0.74 -0.04
H: -1.76 -0.15 1.34
H: 0.27 0.72 1.55
H: -0.65 2.67 -0.34
H: 0.53 2.77 0.94
H: 1.13 1.30 -1.32
H: -1.99 -1.65 -0.83
H: -0.49 -1.14 -1.32
H: 0.39 -1.98 0.74
H: -0.42 -3.17 0.04
H: 3.00 -0.70 -0.34
H: 1.48 -0.27 -0.08
O: 2.09 -0.82 -0.61

Its charge is 0. Its spin multiplicity is 1. The SMILES is NCCNCO.O.



Quick one: least stable of them? arrangement one